Molecular formula: C5H7FOS
Method: DFT, the ωB97M-V functional and the def2-TZVPD basis

## Properties
structure (SMILES)	C=C(C)OC(=S)CF
net charge	0

Geometry as XYZ:
```
15
Properties=species:S:1:pos:R:3:forces:R:3:lowdin_charge:R:1
C 0.65979 0.97566 1.41022 -1.84 -0.13 1.66 0.055
C -0.38294 0.79172 0.57823 1.19 -0.06 -2.09 -0.355
C -1.85511 0.35195 0.60802 -0.63 -1.43 1.85 -0.054
O 0.04017 1.01639 -0.82235 -0.26 -1.03 0.04 -0.129
C 0.77120 0.09259 -1.51829 -0.48 -0.25 3.08 -0.858
S 1.53769 0.49126 -2.83975 0.55 0.40 -1.46 0.792
C 0.97950 -1.31781 -0.87636 1.13 -0.50 -0.14 -0.181
F -0.29510 -1.86988 -0.59664 1.04 -0.10 -0.61 -0.094
H 0.41829 0.86061 2.54039 0.86 0.31 -2.06 0.103
H 1.66251 1.29915 1.02426 -1.25 -0.48 0.58 0.099
H -2.22771 0.48952 1.73363 0.62 -0.29 -2.48 0.104
H -2.59340 0.94384 -0.10872 1.98 -1.34 1.43 0.116
H -1.84166 -0.87418 0.40673 -0.37 3.57 0.30 0.128
H 1.60992 -1.91235 -1.70634 -1.79 0.95 2.11 0.132
H 1.51685 -1.33846 0.16697 -0.75 0.39 -2.21 0.141
```
Forces are in eV/Å.



Molecular formula: C32H70N6O9
Method: DFT, the ωB97M-V functional and the def2-TZVPD basis

## Properties
structure (SMILES)	COCCCCCCCCCCCCOC=O.CNC(C)=O.CNC(C)=O.CNC(C)=O.CNC(C)=O.CNC(C)=O.CNC(C)=O
net charge	0

Geometry as XYZ:
```
117
Properties=species:S:1:pos:R:3:forces:R:3:lowdin_charge:R:1
C 4.97715 0.82669 -0.30285 0.08 0.03 -0.30 -0.108
O 3.70356 1.21327 0.17836 -0.10 0.07 0.06 -0.195
C 2.59004 0.53218 -0.37135 -0.10 -0.18 0.01 -0.228
C 1.66797 1.49011 -1.12412 -0.05 0.00 0.06 -0.164
C 2.38510 2.30353 -2.21079 -0.15 -0.12 -0.23 -0.194
C 1.77392 3.68199 -2.49400 0.09 -0.09 -0.09 -0.207
C 1.91586 4.69841 -1.34875 0.15 0.05 0.05 -0.195
C 0.86685 4.68841 -0.22227 -0.12 0.01 0.24 -0.218
C -0.58643 4.49076 -0.65380 0.00 0.02 0.01 -0.224
C -1.52686 4.17881 0.51421 0.12 -0.19 -0.05 -0.198
C -3.00243 4.04412 0.07769 0.07 0.11 -0.04 -0.182
C -3.49999 2.58913 -0.08285 -0.04 -0.13 0.06 -0.181
C -3.73213 2.13512 -1.53985 -0.01 0.01 -0.15 -0.160
C -2.59582 1.34881 -2.18584 0.47 0.23 -0.21 -0.150
O -2.68751 -0.06884 -1.89725 -0.85 0.12 -0.22 -0.027
C -2.17925 -0.51563 -0.76204 0.04 -0.40 -0.09 -0.365
O -1.33823 0.02114 -0.11196 0.52 0.41 0.66 0.072
H 5.43713 0.02595 0.28780 -0.17 0.12 -0.03 0.066
H 5.61805 1.71627 -0.27537 -0.05 -0.20 0.06 0.078
H 4.91762 0.50556 -1.35371 0.05 0.07 0.18 0.080
H 2.03275 0.06625 0.45602 0.08 0.03 -0.18 0.109
H 2.91854 -0.27840 -1.03918 0.06 0.13 0.07 0.121
H 0.86176 0.88793 -1.57126 0.09 0.16 0.15 0.104
H 1.18624 2.14379 -0.38770 0.13 -0.11 -0.14 0.093
H 3.44571 2.42862 -1.97152 -0.18 0.02 0.06 0.079
H 2.35706 1.72744 -3.14839 0.12 0.07 0.16 0.116
H 2.28730 4.10049 -3.37083 -0.06 -0.11 0.14 0.106
H 0.72492 3.56333 -2.79740 0.15 0.09 0.04 0.095
H 1.95766 5.70789 -1.77961 -0.10 -0.15 0.03 0.104
H 2.89657 4.52851 -0.87884 -0.11 0.12 -0.13 0.110
H 0.93067 5.64874 0.31102 0.04 -0.20 -0.03 0.113
H 1.12087 3.92277 0.52353 -0.04 0.11 -0.15 0.101
H -0.94256 5.39288 -1.17428 0.05 -0.19 -0.02 0.123
H -0.64797 3.65684 -1.36557 -0.06 0.17 0.07 0.081
H -1.40980 4.93090 1.30467 -0.08 -0.01 -0.19 0.113
H -1.19510 3.22480 0.95170 -0.06 0.19 0.05 0.107
H -3.12056 4.55781 -0.88790 -0.04 0.02 0.22 0.102
H -3.64658 4.57934 0.78406 0.10 -0.10 -0.09 0.091
H -2.77159 1.91919 0.38626 -0.18 0.05 -0.01 0.087
H -4.43558 2.45824 0.47694 0.15 0.07 -0.13 0.100
H -4.63846 1.52289 -1.62128 0.11 0.06 -0.01 0.114
H -3.90333 3.01696 -2.17377 -0.02 -0.14 0.14 0.113
H -1.60945 1.70802 -1.87220 -0.16 -0.03 -0.01 0.105
H -2.64815 1.40431 -3.27713 -0.04 -0.06 0.21 0.128
H -2.62193 -1.48167 -0.49375 0.01 -0.14 -0.14 0.137
C -3.23356 -3.63651 -2.36595 0.01 -0.06 -0.07 -0.096
N -3.63527 -4.84361 -3.05438 0.02 0.06 -0.01 0.004
C -4.32517 -5.90697 -2.55054 0.02 0.03 0.04 -0.548
C -4.73186 -5.84211 -1.09773 -0.01 -0.03 -0.09 -0.021
O -4.59119 -6.86115 -3.26075 -0.02 -0.02 0.00 0.030
H -3.66626 -2.74760 -2.82955 -0.02 0.00 0.02 0.081
H -2.14650 -3.52533 -2.36849 0.00 0.00 0.03 0.085
H -3.56852 -3.68126 -1.33412 0.01 0.04 0.01 0.062
H -3.38985 -4.94234 -4.02658 -0.01 -0.02 0.00 0.137
H -5.26269 -6.75062 -0.84110 0.00 -0.01 0.00 0.065
H -3.86397 -5.75518 -0.44395 -0.01 0.01 0.02 0.085
H -5.38382 -4.98781 -0.91036 0.00 0.00 0.03 0.087
C 7.95657 5.03846 -2.18608 -0.03 -0.03 -0.01 -0.079
N 6.86530 4.09293 -2.28299 0.00 0.03 0.06 0.013
C 6.52456 3.30126 -3.33462 0.04 0.07 0.05 -0.541
C 7.37389 3.39683 -4.58245 -0.03 -0.04 -0.01 -0.011
O 5.56804 2.54992 -3.26065 0.02 -0.06 -0.10 0.033
H 8.64040 4.77126 -1.37867 0.01 -0.02 -0.01 0.084
H 7.58877 6.04930 -2.00209 -0.01 0.00 -0.02 0.084
H 8.51877 5.04868 -3.11437 0.03 0.02 0.00 0.069
H 6.25869 3.98394 -1.48461 -0.01 -0.01 0.00 0.134
H 6.96467 2.70652 -5.31328 0.00 0.00 0.00 0.081
H 7.35772 4.40646 -4.99420 0.01 0.01 0.00 0.083
H 8.41080 3.12963 -4.37571 0.01 0.01 0.00 0.083
C 8.44832 -3.15601 -2.90685 -0.02 0.02 0.04 -0.082
N 7.63664 -2.51353 -1.89572 -0.04 -0.01 -0.07 0.008
C 7.94513 -2.27294 -0.59283 0.04 -0.01 -0.06 -0.545
C 9.30520 -2.72057 -0.10577 -0.02 0.01 0.04 -0.012
O 7.14977 -1.71515 0.14202 0.03 -0.03 0.05 0.034
H 8.64373 -2.48308 -3.74361 0.01 0.02 0.01 0.083
H 7.96121 -4.05202 -3.29544 0.00 -0.01 0.02 0.083
H 9.40234 -3.44992 -2.48121 0.02 -0.02 -0.02 0.068
H 6.71979 -2.18704 -2.15878 0.00 0.02 0.01 0.139
H 9.38413 -2.45223 0.94287 0.00 0.00 0.00 0.082
H 9.42637 -3.79926 -0.21045 0.01 0.00 -0.01 0.083
H 10.10497 -2.23189 -0.66326 0.01 -0.01 -0.01 0.083
C -7.05867 -10.03413 3.14692 0.02 0.03 -0.03 -0.080
N -6.68468 -8.91539 2.30776 -0.07 -0.04 -0.02 0.008
C -5.71756 -7.98596 2.52442 0.02 -0.05 0.03 -0.543
C -4.90981 -8.10646 3.79706 0.01 0.04 -0.02 -0.011
O -5.51466 -7.09593 1.71570 0.00 0.02 0.03 0.030
H -6.92468 -10.98216 2.62359 0.02 0.00 0.00 0.084
H -8.10092 -9.96083 3.46175 0.00 0.02 0.01 0.083
H -6.43847 -10.05043 4.03713 -0.01 -0.03 0.02 0.069
H -7.18353 -8.78431 1.44168 0.01 0.01 -0.01 0.141
H -4.18944 -7.29484 3.80968 0.00 0.00 0.00 0.081
H -5.54814 -8.03345 4.67814 0.00 -0.01 0.01 0.083
H -4.37887 -9.05796 3.83836 0.00 -0.01 0.01 0.084
C 0.10332 -1.10637 3.19530 0.04 0.09 0.15 -0.076
N 0.64750 -0.59970 4.44150 -0.09 0.02 -0.05 0.009
C 1.63789 -1.12594 5.20850 0.03 -0.06 -0.04 -0.557
C 2.29153 -2.39734 4.71235 0.03 0.01 0.05 -0.014
O 1.98139 -0.59059 6.24871 -0.02 0.00 -0.02 0.028
H 0.23296 -0.38786 2.38807 0.02 0.03 -0.09 0.067
H -0.96366 -1.31380 3.29494 0.00 -0.05 -0.01 0.082
H 0.60756 -2.02655 2.91843 -0.01 -0.01 -0.03 0.071
H 0.26428 0.25562 4.81155 0.00 0.01 0.00 0.138
H 3.05281 -2.67913 5.43291 0.00 0.00 0.00 0.080
H 1.56480 -3.20543 4.62117 0.00 -0.01 -0.01 0.080
H 2.75788 -2.24503 3.73839 -0.01 0.00 -0.01 0.083
C -8.01368 4.18785 3.98024 0.03 0.03 -0.01 -0.081
N -6.92284 5.05590 3.59164 0.00 0.01 0.08 0.006
C -6.49224 5.36009 2.33750 -0.05 -0.08 -0.03 -0.554
C -7.22606 4.72212 1.17780 0.04 0.02 -0.02 -0.013
O -5.55042 6.11232 2.16389 0.04 0.01 -0.01 0.031
H -8.77129 4.73261 4.54622 -0.01 0.02 -0.02 0.083
H -7.65982 3.35755 4.59377 0.02 -0.01 -0.02 0.083
H -8.48784 3.77414 3.09614 -0.03 -0.02 0.01 0.069
H -6.39274 5.50905 4.31938 0.01 0.00 -0.01 0.139
H -6.75558 5.06644 0.26198 0.00 0.00 0.00 0.081
H -7.16844 3.63380 1.22457 -0.01 -0.01 0.00 0.079
H -8.27856 5.00729 1.17014 -0.01 -0.01 0.00 0.082
```
Forces are in eV/Å.



Molecular formula: C5H8O2
Method: DFT, the ωB97M-V functional and the def2-TZVPD basis

## Properties
structure (SMILES)	C[C@@]1(O)CCC1=O
net charge	0

Geometry as XYZ:
```
15
Properties=species:S:1:pos:R:3:forces:R:3:lowdin_charge:R:1
C 1.33714 -0.76538 -0.68599 0.03 -0.01 -0.06 -0.004
C 0.15179 -0.47160 0.22032 0.13 0.12 -0.08 -0.517
O -0.02949 -1.47553 1.19432 -0.05 -0.20 -0.09 0.018
C 0.09666 0.94580 0.84365 0.14 0.05 0.14 -0.084
C -1.11001 1.33529 -0.05307 -0.09 0.08 -0.05 -0.060
C -1.14365 -0.11305 -0.53805 -0.36 -0.24 -0.34 -0.331
O -1.90470 -0.77581 -1.19120 0.37 0.34 0.35 0.124
H 2.24035 -0.88835 -0.07940 -0.13 0.04 -0.07 0.093
H 1.16222 -1.69052 -1.24804 0.02 0.13 0.08 0.091
H 1.50537 0.04003 -1.40972 -0.05 -0.09 0.11 0.093
H -0.25052 -2.29357 0.72760 0.01 0.07 0.13 0.108
H -0.15194 0.89243 1.90561 0.03 0.02 -0.15 0.118
H 0.99979 1.54638 0.70723 -0.14 -0.11 0.03 0.113
H -2.01891 1.66458 0.45903 0.12 -0.07 -0.09 0.118
H -0.88409 2.04930 -0.85228 -0.02 -0.13 0.09 0.119
```
Forces are in eV/Å.



Molecular formula: C5H10O
Method: DFT, the ωB97M-V functional and the def2-TZVPD basis

## Properties
structure (SMILES)	C[C@H]1C[C@H]1CO
net charge	0

Geometry as XYZ:
```
16
Properties=species:S:1:pos:R:3:forces:R:3:lowdin_charge:R:1
C -0.36312 1.10451 1.27390 -0.08 0.00 -0.01 -0.074
C 0.71703 0.16800 0.78035 0.06 0.10 0.05 -0.304
C 0.50787 -1.31553 0.68355 -0.02 -0.18 0.11 -0.089
C 0.69082 -0.50157 -0.57108 0.07 0.03 -0.16 -0.242
C -0.47252 -0.37066 -1.53105 0.01 -0.37 0.14 -0.246
O -0.61422 0.91472 -2.10485 -0.06 0.26 0.14 -0.059
H -0.17500 2.13157 0.93613 -0.05 -0.15 0.04 0.077
H -1.36181 0.80697 0.93338 0.14 0.00 0.02 0.078
H -0.38763 1.12280 2.36958 -0.01 -0.02 -0.16 0.077
H 1.71468 0.46372 1.10180 -0.15 -0.05 -0.08 0.131
H 1.29673 -1.98700 1.00923 -0.10 0.13 -0.07 0.099
H -0.49817 -1.68728 0.87347 0.16 0.08 -0.03 0.106
H 1.66053 -0.57046 -1.06030 -0.15 -0.01 0.07 0.136
H -0.31247 -1.05067 -2.37416 -0.05 0.06 0.13 0.122
H -1.40640 -0.68826 -1.04067 0.13 0.11 -0.05 0.117
H -0.87996 1.51455 -1.39725 0.10 0.00 -0.15 0.071
```
Forces are in eV/Å.



Number 1: orbital gap 9.112 eV. Number 2: orbital gap 9.400 eV. Number 3: orbital gap 10.229 eV. Number 4: orbital gap 11.220 eV.